No. 1
A cluster of 2 separate species, CH7NOS in total, computed with the ωB97M-V functional and the def2-TZVPD basis.

ORCA input file:
```
! wB97M-V def2-TZVPD RIJCOSX def2/J DEFGRID3
* xyz 0 1
N 1.103 -0.108 0.538
C 1.987 0.073 -0.574
O 1.281 -0.076 -1.844
H 0.415 0.613 0.493
H 0.537 -0.986 0.381
H 2.418 1.104 -0.532
H 2.769 -0.681 -0.529
H 1.869 0.116 -2.599
S -2.072 -0.014 1.036
H -2.621 -0.335 -0.088
H -2.125 1.324 0.737
*
```

Energy relative to the best compared isomer or geometry (same formula, charge and spin), eV: 0.204
Max |F|, eV Å⁻¹: 1.81
Electronic energy, hartree: -570.45087
E_LUMO, eV: 0.83
Gap between HOMO and LUMO, eV: 10.51

No. 2
An isolated molecule of C6H12O, computed with the ωB97M-V functional and the def2-TZVPD basis.

ORCA input file:
```
! wB97M-V def2-TZVPD RIJCOSX def2/J DEFGRID3
* xyz 0 1
C 1.956 0.745 0.483
C 1.212 -0.546 0.253
C 1.671 -1.506 -0.532
O -0.011 -0.680 0.883
C -0.779 0.144 -0.024
C -1.579 1.142 0.859
C -1.694 -0.647 -0.922
H 2.417 0.626 1.458
H 1.346 1.654 0.506
H 2.748 0.892 -0.262
H 0.106 0.318 -0.813
H 1.137 -2.444 -0.600
H 2.593 -1.342 -1.077
H -2.163 1.833 0.244
H -2.311 0.594 1.489
H -0.948 1.700 1.560
H -2.356 -1.324 -0.386
H -1.059 -1.219 -1.601
H -2.285 0.061 -1.520
*
```

Energy relative to the best compared isomer or geometry (same formula, charge and spin), eV: 2.268
Max |F|, eV Å⁻¹: 3.52
Electronic energy, hartree: -310.97592
E_LUMO, eV: 1.03
Gap between HOMO and LUMO, eV: 10.16

No. 3
A structure of composition C4H3O3, computed with the ωB97M-V functional and the def2-TZVPD basis.

ORCA input file:
```
! wB97M-V def2-TZVPD RIJCOSX def2/J DEFGRID3
* xyz -1 1
C -1.903 0.540 0.179
C 1.005 -0.422 -0.233
C 2.035 0.281 -0.136
C -1.101 0.080 1.057
O -2.363 0.697 -0.942
O 2.694 1.156 0.394
O 0.654 -1.325 -1.230
H 0.165 -0.110 0.621
H -1.049 0.009 2.076
H -0.137 -0.906 -1.786
*
```

Energy relative to the best compared isomer or geometry (same formula, charge and spin), eV: 3.771
Max |F|, eV Å⁻¹: 5.10
Electronic energy, hartree: -379.81759
E_LUMO, eV: 3.83
Gap between HOMO and LUMO, eV: 7.05

No. 4
A structure of composition C2HFOY, computed with the ωB97M-V functional and the def2-TZVPD basis.

ORCA input file:
```
! wB97M-V def2-TZVPD RIJCOSX def2/J DEFGRID3
* xyz 3 1
H 1.737 -0.415 -0.739
C -0.099 0.048 -0.102
C 0.790 -0.877 -0.387
O -0.967 0.852 -0.067
F 0.804 -2.045 0.240
Y -2.265 2.437 1.055
*
```

Max |F|, eV Å⁻¹: 3.15
Electronic energy, hartree: -288.75544
E_LUMO (alpha / beta), eV: -16.96 / -17.54
Gap between HOMO and LUMO (alpha / beta), eV: 6.83 / 5.15

No. 5
An isolated molecule of C3H7NOS2, computed with the ωB97M-V functional and the def2-TZVPD basis.

ORCA input file:
```
! wB97M-V def2-TZVPD RIJCOSX def2/J DEFGRID3
* xyz 0 1
C 0.548 -0.064 1.714
C 1.131 -0.581 -0.799
C -0.892 0.760 -0.336
N 0.516 0.500 0.023
O -0.221 0.660 4.093
S 1.374 -1.327 2.252
S -0.517 1.030 2.504
H 0.804 -0.790 -1.873
H 2.175 -0.354 -0.835
H 1.001 -1.538 -0.340
H -1.473 -0.143 -0.694
H -1.325 1.493 0.389
H -0.767 1.324 -1.275
H 0.108 -0.168 4.293
*
```

Energy relative to the best compared isomer or geometry (same formula, charge and spin), eV: 3.718
Max |F|, eV Å⁻¹: 4.30
Electronic energy, hartree: -1044.76573
E_LUMO, eV: -0.10
Gap between HOMO and LUMO, eV: 8.86

No. 6
A cluster of 2 separate species, C2H4IPS in total, computed with the ωB97M-V functional and the def2-TZVPD basis.

ORCA input file:
```
! wB97M-V def2-TZVPD RIJCOSX def2/J DEFGRID3
* xyz 0 1
C -0.824 -0.838 -0.124
C 0.427 -1.105 0.460
P -0.298 1.840 -1.284
S -2.253 -1.470 -0.359
I 1.850 2.257 -0.299
H 0.474 -2.247 0.569
H 0.347 -0.706 1.452
H 1.161 -0.533 -0.039
H -0.885 2.802 -0.377
*
```

Energy relative to the best compared isomer or geometry (same formula, charge and spin), eV: 2.678
Max |F|, eV Å⁻¹: 3.48
Electronic energy, hartree: -1115.72797
E_LUMO (alpha / beta), eV: -0.45 / -1.07
Gap between HOMO and LUMO (alpha / beta), eV: 7.46 / 6.46

No. 7
A structure of composition C29H24N4O9RuS, computed with the ωB97M-V functional and the def2-TZVPD basis.

ORCA input file:
```
! wB97M-V def2-TZVPD RIJCOSX def2/J DEFGRID3
* xyz 0 1
Ru -1.841 -0.598 -0.435
O -5.661 -0.006 0.215
C -4.519 0.343 0.067
O -3.481 -0.315 0.590
C -4.167 1.633 -0.647
C -2.937 2.271 -0.004
C -2.712 3.697 -0.488
C -2.180 3.472 -1.932
C -2.236 1.957 -2.048
O -1.860 1.549 -0.691
C -3.685 1.458 -2.132
C -3.723 0.045 -2.676
O -4.482 -0.237 -3.581
O -2.850 -0.792 -2.165
H -5.038 2.279 -0.595
H -2.842 2.106 1.062
H -3.636 4.273 -0.452
H -1.974 4.201 0.136
H -2.789 3.951 -2.697
H -1.155 3.826 -2.039
H -1.547 1.494 -2.744
H -4.279 2.070 -2.804
S -1.865 -2.782 -0.369
C -1.056 -2.994 1.087
N -0.735 -4.222 1.477
N 0.113 -4.438 2.439
C 1.235 -3.686 2.916
C 1.701 -4.006 4.184
C 2.813 -3.350 4.694
C 3.455 -2.380 3.941
C 2.999 -2.084 2.663
C 1.899 -2.737 2.136
N -0.748 -1.909 1.896
N -0.928 -0.825 1.422
C -0.566 0.208 2.348
C -0.495 -0.050 3.716
C -0.136 0.975 4.576
C 0.156 2.238 4.078
C 0.100 2.474 2.713
C -0.261 1.458 1.841
H 0.095 -5.394 2.738
H 1.185 -4.755 4.777
H 3.167 -3.596 5.688
H 4.313 -1.856 4.345
H 3.495 -1.332 2.060
H 1.579 -2.493 1.137
H -0.729 -1.031 4.099
H -0.089 0.785 5.640
H 0.435 3.035 4.756
H 0.355 3.450 2.318
H -0.245 1.614 0.774
O 1.356 -0.303 0.092
C 1.020 -0.287 -1.094
O -0.206 -0.455 -1.532
C 2.018 -0.091 -2.191
C 3.331 0.185 -1.845
C 4.316 0.378 -2.816
C 3.914 0.275 -4.124
O 4.674 0.416 -5.251
C 3.791 0.212 -6.361
O 2.489 -0.046 -5.839
C 2.604 -0.001 -4.472
C 1.626 -0.188 -3.535
H 3.578 0.251 -0.793
H 5.344 0.598 -2.556
H 4.130 -0.648 -6.935
H 3.767 1.112 -6.971
H 0.599 -0.401 -3.803
*
```

Max |F|, eV Å⁻¹: 4.10
Electronic energy, hartree: -2508.73207
E_LUMO (alpha / beta), eV: -2.59 / -2.63
Gap between HOMO and LUMO (alpha / beta), eV: 5.59 / 5.52

No. 8
A structure of composition C11H16O5PZn, computed with the ωB97M-V functional and the def2-TZVPD basis.

ORCA input file:
```
! wB97M-V def2-TZVPD RIJCOSX def2/J DEFGRID3
* xyz 1 1
O -0.003 1.355 -3.210
C 0.150 0.878 -2.211
Zn 0.575 0.096 0.087
C -0.925 0.655 1.371
O -1.507 1.104 2.253
C -0.032 -2.046 -0.605
O -0.071 -3.208 -0.566
C 2.509 0.041 -0.684
O 3.577 0.000 -1.052
C -1.943 -0.088 -0.718
O -3.082 -0.043 -0.668
H 0.191 -1.305 -1.545
C 0.240 -3.151 3.319
C 0.556 -1.680 3.499
P 1.540 -1.042 2.082
C 2.598 0.154 2.938
C 2.359 1.596 2.531
C 2.894 -2.237 1.942
C 3.694 -2.749 3.165
H -0.090 -3.381 2.290
H -0.577 -3.393 4.016
H 1.112 -3.771 3.573
H -0.368 -1.086 3.553
H 1.096 -1.575 4.444
H 2.361 0.086 4.008
H 3.669 -0.114 2.808
H 1.358 1.917 2.866
H 3.149 2.155 3.081
H 2.451 1.800 1.443
H 2.290 -3.084 1.555
H 3.599 -1.849 1.194
H 2.977 -3.083 3.918
H 4.322 -3.615 2.897
H 4.376 -2.005 3.591
*
```

Max |F|, eV Å⁻¹: 5.17
Electronic energy, hartree: -2925.19112
E_LUMO (alpha / beta), eV: -5.02 / -5.02
Gap between HOMO and LUMO (alpha / beta), eV: 5.01 / 5.01

max |F| of number 8 (C11H16O5PZn)? 5.17 eV Å⁻¹